The following is a DFT calculation (ωB97M-V/def2-TZVPD) of C32H10F15GeN2O3ReS as an isolated structure.

The multiplicity is 4. Its energy relative to the best compared isomer or geometry (same formula, charge and spin) is 0.000 eV. The orbital gap (alpha / beta) comes out at 6.46 / 5.95 eV. The expectation value of S² is 3.78. The calculation puts the LUMO energy (alpha / beta) at -4.59 / -5.46 eV. As for the charge: +1.

Atoms and positions in Å:
Re 1.116 -0.099 -1.609
O -3.042 0.463 -5.205
C -3.220 1.289 -4.185
C -4.440 1.984 -4.057
C -4.690 2.836 -3.004
C -3.680 3.139 -2.108
C -2.466 2.514 -2.198
C -2.237 1.533 -3.200
C -1.018 0.745 -3.153
O -0.117 1.245 -2.256
N -0.728 -0.360 -3.826
N 0.531 -0.782 -3.354
C 1.145 -1.839 -3.879
C 2.516 -2.211 -3.617
C 3.121 -3.305 -4.310
C 4.429 -3.672 -4.092
C 5.264 -2.960 -3.174
C 4.699 -1.891 -2.481
C 3.354 -1.502 -2.691
O 2.989 -0.365 -1.934
H -2.208 -0.049 -5.061
H -5.244 1.827 -4.791
H -5.703 3.258 -2.895
H -3.861 3.848 -1.310
H -1.682 2.757 -1.468
H 0.625 -2.503 -4.585
H 2.525 -3.950 -4.942
H 4.847 -4.487 -4.728
H 6.256 -3.310 -2.988
H 5.223 -1.265 -1.768
F 0.253 0.601 4.691
C 1.502 0.462 4.185
C 1.654 0.016 2.891
C 2.946 -0.154 2.422
F 3.088 -0.759 1.199
C 4.053 0.195 3.192
F 5.274 0.135 2.658
C 3.853 0.757 4.456
F 4.961 1.173 5.158
C 2.589 0.854 4.984
F 2.403 1.352 6.216
Ge -0.090 -0.292 1.872
S 0.235 -1.382 -0.073
C -1.295 -1.629 2.676
C -0.884 -2.476 3.699
F 0.388 -2.409 4.183
C -1.736 -3.417 4.278
F -1.247 -4.166 5.308
C -3.042 -3.617 3.755
F -3.894 -4.465 4.383
C -3.422 -2.869 2.608
F -4.632 -3.052 2.028
C -2.544 -1.878 2.145
F -2.977 -1.064 1.117
C -0.667 1.591 1.637
C -1.854 2.026 2.218
F -2.755 1.115 2.701
C -2.218 3.362 2.272
F -3.307 3.703 2.972
C -1.348 4.306 1.725
F -1.684 5.617 1.879
C -0.120 3.921 1.166
F 0.759 4.848 0.671
C 0.164 2.562 1.097
F 1.290 2.143 0.496

---

The following is a DFT calculation (ωB97M-V/def2-TZVPD) of C32H16BrClF5IN4O8PbSSe as an isolated structure.

The multiplicity is 1. Its energy relative to the best compared isomer or geometry (same formula, charge and spin) is 0.093 eV. The orbital gap comes out at 6.54 eV. The calculation puts the LUMO energy at 3.43 eV. As for the charge: -2.

Atoms and positions in Å:
Pb -0.784 0.401 -0.353
O -0.155 2.556 1.336
C -0.607 2.942 2.404
C -1.500 2.255 3.312
C -1.795 2.932 4.491
C -2.617 2.377 5.446
C -3.198 1.107 5.233
C -2.936 0.425 4.090
C -2.064 0.942 3.057
O -1.830 0.268 2.032
N -2.885 3.091 6.662
O -2.360 4.184 6.833
O -3.608 2.563 7.499
H -0.314 3.950 2.762
H -1.369 3.911 4.671
H -3.851 0.701 5.993
H -3.385 -0.543 3.899
Se -5.290 3.333 -1.484
C -3.827 2.366 -1.102
N -2.876 1.740 -0.856
O 3.466 -4.358 1.087
S 2.075 -4.727 0.926
O 1.815 -6.122 0.670
N 1.343 -3.758 -0.134
C 0.417 -2.989 0.443
O -0.280 -2.142 -0.144
C 0.271 -3.239 1.926
C -0.588 -2.620 2.817
C -0.526 -3.007 4.152
C 0.368 -3.990 4.573
C 1.230 -4.606 3.671
C 1.159 -4.203 2.353
H -1.254 -1.835 2.478
H -1.173 -2.532 4.878
H 0.396 -4.273 5.618
H 1.932 -5.365 3.990
Br 1.807 6.378 -3.340
C 1.470 4.725 -4.211
C 1.762 4.654 -5.566
C 1.543 3.473 -6.255
C 1.035 2.368 -5.590
C 0.741 2.440 -4.237
C 0.957 3.623 -3.537
I 0.502 3.633 -1.506
H 2.159 5.526 -6.069
H 1.772 3.421 -7.312
H 0.861 1.435 -6.111
H 0.341 1.570 -3.724
Cl 5.041 1.966 1.849
C 4.093 0.884 0.866
C 4.645 -0.294 0.391
C 3.855 -1.114 -0.392
C 2.551 -0.722 -0.662
N 2.025 0.397 -0.171
C 2.778 1.198 0.577
H 5.662 -0.562 0.644
H 4.217 -2.064 -0.753
H 1.897 -1.341 -1.262
H 2.313 2.100 0.957
F -2.483 -4.185 -5.640
C -1.974 -3.174 -4.905
C -0.850 -2.490 -5.328
F -0.257 -2.841 -6.486
C -0.338 -1.451 -4.577
F 0.761 -0.810 -5.037
C -0.909 -1.028 -3.362
O -0.427 -0.042 -2.679
C -2.049 -1.756 -2.973
F -2.661 -1.408 -1.826
C -2.570 -2.795 -3.714
F -3.667 -3.445 -3.291

---

The following is a DFT calculation (ωB97M-V/def2-TZVPD) of C32H20MnN2O4 as an isolated structure.

The multiplicity is 5. Its energy relative to the best compared isomer or geometry (same formula, charge and spin) is 1.520 eV. The orbital gap (alpha / beta) comes out at 5.23 / 6.62 eV. The expectation value of S² is 6.08. The calculation puts the LUMO energy (alpha / beta) at 1.97 / 1.92 eV. As for the charge: -1.

Atoms and positions in Å:
Mn -0.380 0.040 0.135
O -0.066 -0.089 -3.792
C -0.116 -0.269 -2.601
O -0.684 0.493 -1.700
C 0.530 -1.509 -1.968
C 1.185 -2.557 -2.565
C 1.748 -3.523 -1.735
C 1.691 -3.412 -0.347
C 1.037 -2.325 0.181
N 0.461 -1.460 -0.643
C 0.954 -1.850 1.640
O 1.384 -2.528 2.539
O 0.432 -0.652 1.724
H 1.260 -2.597 -3.643
H 2.267 -4.365 -2.177
H 2.154 -4.130 0.315
C -3.634 2.872 0.819
C -2.892 4.002 1.145
C -1.511 3.921 1.220
C -0.862 2.709 0.971
C -1.606 1.561 0.647
C -2.988 1.667 0.571
C 0.597 2.555 1.048
C 1.394 3.323 1.875
C 2.741 3.041 2.026
C 3.310 1.968 1.278
C 4.662 1.605 1.380
C 5.210 0.610 0.589
C 4.407 -0.023 -0.354
C 3.061 0.308 -0.459
C 2.467 1.257 0.378
N 1.104 1.505 0.305
H -4.715 2.928 0.753
H -3.389 4.948 1.327
H -0.928 4.808 1.442
H -3.584 0.798 0.319
H 0.936 4.128 2.436
H 3.369 3.619 2.694
H 5.279 2.132 2.101
H 6.253 0.337 0.696
H 4.826 -0.774 -1.014
H 2.465 -0.157 -1.234
C -3.913 -4.029 -1.944
C -3.243 -2.916 -2.503
C -2.645 -1.992 -1.693
C -2.660 -2.108 -0.272
C -2.001 -1.167 0.591
C -2.280 -1.264 1.932
C -3.076 -2.297 2.479
C -3.597 -3.266 1.677
C -3.415 -3.184 0.276
C -4.005 -4.143 -0.589
H -4.375 -4.767 -2.589
H -3.219 -2.782 -3.578
H -2.197 -1.114 -2.132
H -1.844 -0.549 2.617
H -3.233 -2.330 3.551
H -4.161 -4.096 2.091
H -4.550 -4.970 -0.143

---

The following is a DFT calculation (ωB97M-V/def2-TZVPD) of C32H22ClCoNO9PS as an isolated structure.

The multiplicity is 4. Its energy relative to the best compared isomer or geometry (same formula, charge and spin) is 4.887 eV. The orbital gap (alpha / beta) comes out at 5.09 / 6.40 eV. The expectation value of S² is 3.82. The calculation puts the LUMO energy (alpha / beta) at 1.35 / 1.36 eV. As for the charge: -1.

Atoms and positions in Å:
Co 1.711 -0.558 1.456
O 2.330 -2.894 4.591
C 2.260 -2.298 3.387
O 1.770 -1.113 3.320
C 2.707 -2.949 2.231
C 3.292 -4.220 2.009
C 3.619 -4.575 0.728
C 3.387 -3.700 -0.367
C 2.808 -2.485 -0.094
N 2.493 -2.155 1.144
C 2.444 -1.354 -1.042
O 2.669 -1.410 -2.234
O 1.870 -0.355 -0.424
H 1.883 -2.297 5.205
H 3.459 -4.878 2.850
H 4.064 -5.544 0.538
H 3.638 -3.964 -1.384
O -2.061 -2.675 1.298
S -0.696 -2.581 0.832
O 0.119 -3.755 1.025
O -0.055 -1.325 1.339
C -0.790 -2.292 -0.931
C -0.150 -3.181 -1.776
C -0.146 -2.952 -3.144
C -0.771 -1.831 -3.656
C -1.423 -0.946 -2.810
C -1.457 -1.157 -1.437
P -2.396 -0.019 -0.330
C -3.971 0.088 -1.285
C -4.292 1.093 -2.193
C -5.530 1.101 -2.824
C -6.454 0.100 -2.563
C -6.139 -0.912 -1.665
C -4.911 -0.913 -1.022
C -1.633 1.578 -0.593
C -0.299 1.776 -1.053
C 0.405 2.880 -0.708
C -0.103 3.824 0.339
C -1.591 3.748 0.489
C -2.278 2.666 0.088
H 0.363 -4.031 -1.344
H 0.369 -3.638 -3.805
H -0.746 -1.640 -4.723
H -1.917 -0.074 -3.225
H -3.571 1.875 -2.405
H -5.772 1.890 -3.527
H -7.420 0.112 -3.053
H -6.859 -1.695 -1.457
H -4.651 -1.691 -0.311
H 0.161 1.019 -1.676
H 1.411 3.035 -1.080
H 0.186 4.850 0.103
H -2.092 4.567 0.995
H -3.342 2.589 0.293
Cl 3.504 6.423 2.142
C 2.708 4.874 1.951
C 1.366 4.785 2.149
C 0.615 3.544 1.774
C 1.479 2.294 1.724
O 0.910 1.187 1.762
C 2.896 2.465 1.607
C 3.738 1.351 1.581
O 3.434 0.138 1.622
C 3.487 3.768 1.627
H 0.793 5.655 2.443
H -0.195 3.352 2.479
H 4.816 1.552 1.549
H 4.552 3.876 1.470

---

The following is a DFT calculation (ωB97M-V/def2-TZVPD) of C32H23BrF6N4O2PRh as an isolated structure.

The multiplicity is 6. The orbital gap (alpha / beta) comes out at 7.08 / 4.61 eV. The expectation value of S² is 8.81. The calculation puts the LUMO energy (alpha / beta) at -3.76 / -6.68 eV. As for the charge: +1.

Atoms and positions in Å:
Rh 0.314 -0.474 -0.226
N 3.572 -1.529 0.655
C 2.592 -2.013 1.521
C 3.061 -2.674 2.659
C 2.162 -3.206 3.550
C 0.802 -3.063 3.306
C 0.418 -2.400 2.170
N 1.292 -1.891 1.274
C 3.596 -0.616 -0.385
C 4.862 -0.243 -0.864
C 4.955 0.648 -1.899
C 3.785 1.169 -2.456
C 2.592 0.756 -1.932
N 2.485 -0.130 -0.916
H 4.496 -1.809 0.938
H 4.127 -2.760 2.827
H 2.517 -3.725 4.431
H 0.055 -3.473 3.970
H -0.629 -2.292 1.934
H 5.751 -0.664 -0.409
H 5.926 0.945 -2.272
H 3.806 1.877 -3.271
H 1.659 1.143 -2.312
C 0.293 -2.302 -4.260
C -0.973 -1.912 -4.774
C -1.789 -1.120 -4.034
C -1.356 -0.692 -2.745
C -0.033 -1.012 -2.263
C 0.760 -1.831 -3.040
C -2.260 -0.057 -1.834
C -3.576 0.332 -2.215
C -4.423 0.837 -1.291
C -4.002 0.951 0.049
C -4.818 1.486 1.059
C -4.364 1.549 2.340
C -3.076 1.052 2.680
C -2.260 0.534 1.733
C -2.681 0.504 0.373
N -1.835 0.070 -0.571
H 0.903 -2.990 -4.836
H -1.296 -2.271 -5.742
H -2.775 -0.876 -4.400
H 1.735 -2.149 -2.691
H -3.889 0.221 -3.240
H -5.429 1.136 -1.558
H -5.809 1.846 0.810
H -5.002 1.967 3.108
H -2.743 1.079 3.709
H -1.290 0.137 2.003
Br 0.240 7.124 0.144
C 0.548 5.585 1.193
C 0.826 5.723 2.544
C 1.043 4.588 3.316
C 0.992 3.329 2.740
C 0.718 3.210 1.383
C 0.488 4.339 0.602
C 0.656 1.877 0.745
O 0.305 1.734 -0.457
O 0.975 0.821 1.402
H 0.872 6.709 2.986
H 1.256 4.695 4.372
H 1.167 2.438 3.328
H 0.265 4.228 -0.451
F -0.999 -2.410 -0.224
P -1.824 -3.847 -0.658
F -0.697 -4.064 -1.781
F -0.906 -4.603 0.412
F -2.869 -3.466 0.502
F -2.609 -5.153 -1.063
F -2.655 -2.922 -1.699

---

The following is a DFT calculation (ωB97M-V/def2-TZVPD) of C32H23Cl6NO9Tc as an isolated structure.

The multiplicity is 4. Its energy relative to the best compared isomer or geometry (same formula, charge and spin) is 0.140 eV. The orbital gap (alpha / beta) comes out at 7.12 / 6.58 eV. The expectation value of S² is 3.76. The calculation puts the LUMO energy (alpha / beta) at -1.01 / -1.59 eV.

Atoms and positions in Å:
Tc 11.732 11.169 12.224
O 11.474 12.749 13.230
C 10.299 13.513 12.938
C 9.915 13.223 11.483
O 9.216 13.929 10.822
O 10.481 12.117 11.020
C 9.180 13.023 13.885
C 7.915 12.664 13.452
C 6.918 12.297 14.346
C 7.109 12.414 15.698
C 8.332 12.843 16.154
C 9.380 13.070 15.288
C 10.572 14.952 13.160
C 11.899 15.392 13.231
C 12.177 16.718 13.299
C 11.105 17.671 13.380
C 9.806 17.204 13.368
C 9.543 15.844 13.291
H 12.187 11.609 14.844
H 7.697 12.613 12.402
H 5.955 12.094 13.912
H 6.268 12.332 16.411
H 8.522 12.992 17.187
H 10.355 13.324 15.713
H 12.719 14.688 13.061
H 13.189 17.028 13.147
H 11.333 18.739 13.535
H 8.974 17.933 13.476
H 8.498 15.490 13.241
Cl 14.430 8.392 6.059
C 13.782 8.653 7.657
C 12.852 7.700 8.190
C 12.206 7.989 9.357
Cl 11.202 6.862 10.152
C 12.396 9.259 10.037
O 11.734 9.510 11.092
C 13.431 10.097 9.515
C 13.757 11.344 10.081
O 13.243 11.939 11.077
C 14.078 9.775 8.311
H 12.640 6.755 7.666
H 14.610 11.828 9.565
H 14.729 10.495 7.893
Cl 14.552 7.279 17.962
C 14.285 8.266 16.621
C 14.805 7.943 15.381
Cl 15.806 6.547 15.302
C 14.499 8.626 14.227
Cl 14.931 8.117 12.619
C 13.628 9.737 14.314
O 13.262 10.475 13.266
C 13.078 10.095 15.558
O 12.183 11.089 15.663
C 13.413 9.371 16.706
Cl 12.714 9.805 18.181
O 11.099 8.597 14.204
C 10.049 9.362 13.895
O 10.135 10.343 13.184
C 8.698 9.017 14.445
N 8.832 7.860 15.427
C 8.137 6.708 14.834
C 7.066 7.289 13.903
C 7.790 8.496 13.310
H 8.340 9.900 14.977
H 8.358 8.170 16.269
H 10.789 8.007 14.911
H 7.749 6.120 15.642
H 8.816 6.080 14.228
H 6.166 7.566 14.449
H 6.731 6.586 13.128
H 7.110 9.286 12.999
H 8.340 8.270 12.422

---

The following is a DFT calculation (ωB97M-V/def2-TZVPD) of C32H23ClN4O4ReS2 as an isolated structure.

The multiplicity is 4. Its energy relative to the best compared isomer or geometry (same formula, charge and spin) is 1.559 eV. The orbital gap (alpha / beta) comes out at 4.19 / 4.02 eV. The expectation value of S² is 3.78. The calculation puts the LUMO energy (alpha / beta) at -1.72 / -1.82 eV.

Atoms and positions in Å:
Re 0.288 -0.517 0.143
O -1.523 -0.063 -0.648
C -2.373 0.858 -0.253
C -3.628 0.897 -0.887
C -4.573 1.829 -0.541
C -4.307 2.785 0.450
C -3.087 2.778 1.069
C -2.098 1.825 0.748
C -0.870 1.902 1.461
N 0.139 1.083 1.381
N 1.184 1.351 2.253
C 2.090 0.424 2.168
O 2.002 -0.597 1.359
C 3.266 0.513 3.063
C 4.184 -0.531 3.100
C 5.274 -0.471 3.955
C 5.452 0.633 4.775
C 4.537 1.679 4.740
C 3.447 1.622 3.890
H -3.807 0.170 -1.668
H -5.529 1.837 -1.048
H -5.056 3.518 0.718
H -2.857 3.520 1.825
H -0.749 2.718 2.167
H 4.034 -1.386 2.455
H 5.990 -1.281 3.979
H 6.300 0.679 5.447
H 4.680 2.542 5.377
H 2.727 2.427 3.851
Cl 1.789 -0.546 -7.026
C 1.738 -0.392 -5.299
C 2.578 0.548 -4.660
C 2.515 0.720 -3.311
C 1.604 -0.015 -2.511
O 1.498 0.306 -1.272
C 0.845 -1.048 -3.152
C 0.047 -1.975 -2.468
N -0.040 -2.127 -1.162
C -0.870 -3.119 -0.600
C -1.427 -4.192 -1.252
C -2.202 -5.138 -0.554
C -2.381 -5.049 0.797
C -1.819 -3.966 1.507
C -1.930 -3.808 2.907
C -1.375 -2.715 3.511
C -0.746 -1.743 2.726
N -0.626 -1.859 1.416
C -1.112 -2.983 0.793
C 0.906 -1.174 -4.567
H 3.262 1.136 -5.256
H 3.120 1.462 -2.809
H -0.543 -2.628 -3.105
H -1.266 -4.342 -2.310
H -2.649 -5.954 -1.105
H -2.950 -5.796 1.335
H -2.451 -4.565 3.480
H -1.426 -2.566 4.580
H -0.345 -0.841 3.172
H 0.285 -1.912 -5.059
C -1.780 4.915 -3.563
O -0.817 4.718 -2.532
C -0.360 3.478 -2.298
S -0.912 2.152 -3.185
S 0.767 3.346 -1.049
H -1.957 5.988 -3.593
H -2.704 4.383 -3.334
H -1.403 4.558 -4.521

---

Q: The lowest multiplicity belongs to which entry?
A: C32H16BrClF5IN4O8PbSSe

---

Q: Which of these has the highest multiplicity?
A: C32H23BrF6N4O2PRh